(1)
Molecular formula: C4H14N3
Method: DFT, the ωB97M-V functional and the def2-TZVPD basis

XYZ file:
```
21
Properties=species:S:1:pos:R:3:forces:R:3:lowdin_charge:R:1
C -1.12708 -1.77225 -2.34250 -0.2086 -0.7759 1.2424 -0.0257
C -0.79284 0.42168 -1.27255 0.4042 -0.3387 0.7874 -0.4555
N -1.48644 -0.69259 -1.40293 -0.5992 -0.1202 -1.2983 0.0628
N 0.37206 0.58695 -1.92495 0.1265 -0.1671 -0.1984 0.2088
N -1.13649 1.36383 -0.40581 0.0553 0.2472 -0.3695 0.2207
H -2.45155 -0.73393 -1.10810 0.1250 0.3890 0.1886 0.1611
H 0.59602 -0.06836 -2.64785 0.0087 -0.2389 -0.2149 0.1055
H 1.18474 0.85730 -1.39260 -0.1071 0.4242 0.0916 0.1333
H -1.94929 1.30626 0.17816 -0.1027 -0.0661 0.0992 0.1360
H -0.68537 2.25285 -0.52790 -0.0709 0.2172 0.2550 0.1386
H -0.31880 -2.33165 -1.87459 0.3055 0.0026 -0.4064 0.1023
H -0.92748 -1.50917 -3.37539 0.0309 0.4351 0.0324 0.0977
H -1.97421 -2.45451 -2.32364 -0.0030 0.0288 -0.2273 0.1002
C 0.78651 0.05642 2.14704 0.4020 -0.9653 -0.2299 -0.1772
C 1.93443 0.72453 2.94879 -1.1997 -0.4804 -0.4458 -0.1349
H 0.94010 -0.09736 1.07168 0.3226 0.4540 0.0095 0.0301
H 0.69717 -0.98049 2.48475 -0.2671 0.1327 0.2174 0.0649
H -0.18621 0.51886 2.27207 -0.0483 0.2509 0.0962 0.0440
H 2.58679 1.35261 2.35180 -0.0712 0.2308 0.0855 0.0603
H 1.42598 1.26468 3.74236 0.4956 0.3687 0.1377 0.0663
H 2.51195 -0.06567 3.40216 0.4016 -0.0286 0.1476 0.0605
```
Forces are in eV/Å.

Summary:
F_max: 0.0288 hartree/bohr
charge: +1
frontier orbital gap: 11.667 eV
total energy: -324.8481 Ha
energy relative to the best compared isomer or geometry (same formula, charge and spin): 0.455 eV

(2)
Molecular formula: C4H14N3
Method: DFT, the ωB97M-V functional and the def2-TZVPD basis

XYZ file:
```
21
Properties=species:S:1:pos:R:3:forces:R:3:lowdin_charge:R:1
C -1.83144 0.24800 -2.47449 -0.4152 -0.2088 -0.0967 -0.0293
C -0.79917 -0.93274 -0.57175 -0.9384 -0.3949 0.1887 -0.4338
N -1.31009 -0.93605 -1.80123 0.8023 0.2014 0.1734 0.0441
N -0.95619 0.12202 0.22988 0.3773 0.1821 -0.6158 0.2282
N -0.30085 -2.06261 -0.06966 0.5464 -0.2926 0.4038 0.2125
H -1.52189 -1.84973 -2.16815 0.1424 0.0942 -0.3605 0.1616
H -1.08053 1.00967 -0.23086 -0.2419 0.0993 0.2808 0.1200
H -0.52598 0.14608 1.14335 0.1346 -0.0290 -0.1284 0.0764
H -0.03715 -2.84710 -0.64402 -0.2109 0.1445 -0.2657 0.1363
H 0.21045 -2.03033 0.79909 -0.1836 0.0955 0.0798 0.1280
H -1.76819 0.11800 -3.55088 -0.1087 -0.2343 0.0114 0.1015
H -1.26099 1.15354 -2.28026 0.1636 -0.1380 0.3016 0.0930
H -2.86479 0.37340 -2.16964 -0.1977 0.3539 -0.1561 0.1016
C 2.24771 0.92675 1.14759 -1.0343 0.6986 -1.1788 -0.1564
C 1.25606 0.93529 2.30341 0.7844 -0.4345 0.5902 -0.1773
H 3.23897 0.73418 1.51950 0.3849 -0.1173 -0.2959 0.0714
H 1.96588 0.28179 0.30255 0.1991 -0.8666 0.6523 0.0462
H 2.19941 1.83647 0.53886 0.4998 0.5680 0.8114 0.0724
H 1.14855 -0.08951 2.67989 -0.5809 -0.0021 -0.1694 0.0704
H 1.67250 1.41991 3.18824 0.0636 0.3341 -0.2215 0.0802
H 0.31774 1.44299 2.10860 -0.1868 -0.0537 -0.0046 0.0529
```
Forces are in eV/Å.

Summary:
F_max: 0.0334 hartree/bohr
charge: +1
frontier orbital gap: 11.916 eV
total energy: -324.8509 Ha
energy relative to the best compared isomer or geometry (same formula, charge and spin): 0.380 eV

(3)
Molecular formula: C4H14N3
Method: DFT, the ωB97M-V functional and the def2-TZVPD basis

XYZ file:
```
21
Properties=species:S:1:pos:R:3:forces:R:3:lowdin_charge:R:1
N -2.36341 0.00024 -0.02828 0.5043 0.7238 -0.3363 0.1074
C -2.47002 1.17586 -0.71267 0.1149 0.0665 0.2383 -0.3055
N -1.46143 1.86660 -1.11115 -0.6050 -0.6426 -0.0600 0.0459
H -1.49092 -0.48602 -0.14086 -0.0339 -0.2929 0.0192 0.0746
H -3.17562 -0.57536 0.00170 -0.3796 -0.3354 0.1561 0.1002
H -3.49344 1.52722 -0.82863 -0.0364 -0.0854 -0.1383 0.1352
H -1.83725 2.64336 -1.64379 0.4889 0.3129 0.0890 0.0711
C 1.42121 -0.20235 -0.11066 -0.1294 -0.0056 0.4071 -0.1727
C 1.58761 -1.21669 1.02207 -0.2378 0.1342 -0.7347 -0.2385
C 2.17049 -2.51630 0.44464 0.3814 0.3813 0.6792 -0.0825
N 0.73042 1.05699 0.35005 0.2773 0.5632 -0.3006 0.1430
H 2.37291 0.08965 -0.54892 0.0546 0.0074 0.0732 0.1373
H 0.81066 -0.58837 -0.92759 -0.0308 -0.1211 0.0785 0.1213
H 0.61405 -1.42099 1.47633 -0.0858 0.0572 -0.0546 0.1079
H 2.20165 -0.75772 1.79627 0.1953 -0.2485 0.0894 0.1167
H 1.76137 -2.73717 -0.53729 -0.1092 -0.0998 -0.0250 0.0780
H 3.25335 -2.43019 0.36184 0.0076 -0.0247 -0.1758 0.0839
H 1.97774 -3.34314 1.12276 -0.0679 -0.1019 -0.0872 0.0814
H 0.18873 0.96272 1.20704 -0.2317 -0.4547 -0.0414 0.1503
H 1.35826 1.83237 0.56181 0.2870 -0.1394 -0.2186 0.1644
H 0.06455 1.39101 -0.41788 -0.3636 0.3055 0.3424 0.0806
```
Forces are in eV/Å.

Summary:
F_max: 0.0184 hartree/bohr
charge: +1
frontier orbital gap: 11.027 eV
total energy: -324.8462 Ha
energy relative to the best compared isomer or geometry (same formula, charge and spin): 0.507 eV

(4)
Molecular formula: C4H14N3O
Method: DFT, the ωB97M-V functional and the def2-TZVPD basis

XYZ file:
```
22
Properties=species:S:1:pos:R:3:forces:R:3:lowdin_charge:R:1
C -0.24151 -0.08800 1.99738 0.4532 -0.6101 -0.4888 -0.2512
O -1.01315 -1.21869 1.62640 -0.2482 0.3598 -0.6674 -0.0798
C 1.24116 -0.37763 1.69775 0.3834 -0.1876 -0.1333 -0.1778
N 1.95383 0.84361 1.22852 0.3376 -0.2668 1.4822 0.0352
H -0.42098 0.05877 3.05905 0.1045 0.2538 0.0740 0.1153
H -0.51460 0.78499 1.40490 -0.2491 0.1595 0.1611 0.1001
H -1.17438 -1.10298 0.66642 0.0750 -0.2539 0.3976 0.0690
H 1.74244 -0.87573 2.53011 0.0601 0.3342 0.1846 0.1128
H 1.33302 -1.09801 0.88463 -0.4001 0.0922 -0.1631 0.1135
H 1.90323 1.57250 1.93638 0.1459 -0.0305 -0.0529 0.1271
H 1.32216 1.21765 0.21574 -1.5865 0.1635 -1.9143 0.0277
H 2.93045 0.66083 1.02664 0.0107 -0.0163 0.0394 0.1219
C -1.71131 -1.12214 -2.36538 0.1183 -0.0016 0.1107 -0.1309
N -0.61263 -0.54184 -1.63299 0.8393 -0.6921 0.9135 -0.1483
C -0.50875 0.83823 -1.41809 -1.4172 0.3194 -0.2324 -0.3685
N 0.56631 1.47067 -0.84030 0.9144 0.0727 0.5864 -0.0777
H -2.26398 -1.83529 -1.74398 -0.2059 0.1421 -0.0562 0.0675
H -2.36998 -0.31579 -2.68380 -0.1504 -0.0795 0.0411 0.0695
H -1.40879 -1.66782 -3.26201 0.1967 0.1145 -0.0698 0.0704
H 0.25077 -1.06793 -1.57874 -0.0887 0.1229 -0.3643 0.1027
H -1.35314 1.41022 -1.79615 0.2166 -0.0558 -0.0061 0.0703
H 0.34983 2.45440 -0.95247 0.4907 0.0596 0.1580 0.0313
```
Forces are in eV/Å.

Summary:
spin multiplicity: 2
F_max: 0.0485 hartree/bohr
charge: 0
⟨S²⟩: 0.754
frontier orbital gap (spin up / spin down): 4.216 / 8.346 eV
total energy: -400.1775 Ha
energy relative to the best compared isomer or geometry (same formula, charge and spin): 1.629 eV

(5)
Molecular formula: C4H14N3O
Method: DFT, the ωB97M-V functional and the def2-TZVPD basis

XYZ file:
```
22
Properties=species:S:1:pos:R:3:forces:R:3:lowdin_charge:R:1
C -0.48608 -2.13766 -1.87170 0.5770 0.6658 -0.3633 -0.2971
N -0.39628 -2.80535 -3.14159 -0.2403 -1.4829 -0.3684 -0.0069
C 0.91908 -1.56046 -1.66532 -0.5773 0.6105 -0.4632 -0.1550
N 0.91733 -0.93398 -0.30726 0.3096 0.7478 -0.2231 0.1563
H -0.68126 -2.76282 -1.01453 -0.3436 -0.6101 0.4680 0.1047
H -1.30125 -1.37334 -1.88910 0.8634 -0.3022 -0.1018 0.1417
H 0.20244 -3.65593 -3.07519 -0.6135 0.9202 -0.0727 0.1013
H -1.31410 -3.14398 -3.42546 0.2348 0.1126 -0.1173 0.0857
H 1.17472 -0.83448 -2.47300 -0.2296 -0.3310 0.9042 0.1491
H 1.67325 -2.35455 -1.68086 -0.1881 0.1292 0.0637 0.1322
H 0.18861 -0.16647 -0.18752 0.2187 -0.7095 0.2414 0.1011
H 0.83506 -1.66922 0.39430 -0.3757 0.2345 0.1101 0.1652
H 1.78038 -0.44303 -0.09913 0.3646 0.0100 -0.0549 0.1579
C -0.85995 2.20933 1.11268 0.2999 -0.1206 -1.1942 -0.2835
N -0.37055 2.72862 2.24808 -0.4027 -0.7447 -0.4371 -0.0036
C 0.49461 1.94122 3.11483 0.3028 -0.8735 0.0262 -0.0582
O -0.46785 1.14603 0.56262 -0.6953 1.6201 1.2049 -0.0736
H -1.62188 2.88143 0.61896 0.6274 -0.7669 0.3736 0.1573
H -0.80823 3.58197 2.57506 0.1929 -0.2562 0.0579 0.1485
H 1.17239 1.31966 2.48021 -0.4722 0.7004 0.5613 0.0883
H -0.08700 1.24421 3.74653 0.1092 0.3084 -0.3529 0.0990
H 1.07020 2.56864 3.79113 0.0380 0.1381 -0.2624 0.0894
```
Forces are in eV/Å.

Summary:
F_max: 0.0415 hartree/bohr
charge: +1
frontier orbital gap: 10.166 eV
total energy: -400.0885 Ha
energy relative to the best compared isomer or geometry (same formula, charge and spin): 1.197 eV

(6)
Molecular formula: C4H14N3O
Method: DFT, the ωB97M-V functional and the def2-TZVPD basis

XYZ file:
```
22
Properties=species:S:1:pos:R:3:forces:R:3:lowdin_charge:R:1
C 0.57902 -2.95554 1.99013 0.1068 0.2801 0.1335 -0.1092
N 1.60733 -1.91681 1.89019 -0.1527 0.0904 0.1503 -0.1172
C 1.08000 -0.59462 1.66957 0.2760 -0.2827 -0.1697 -0.2746
N 0.81960 -0.36669 0.22217 -0.0916 -0.1902 0.0387 0.0428
H 1.05875 -3.89841 2.23459 -0.0561 -0.0837 -0.1042 0.0877
H -0.16954 -2.73264 2.76128 -0.0068 -0.0282 -0.0213 0.0835
H 0.06501 -3.05933 1.03545 -0.0039 -0.1569 -0.0477 0.0704
H 2.17900 -1.92163 2.72510 0.0745 -0.0035 -0.0906 0.1129
H 1.83262 0.13209 1.96926 -0.1223 0.0930 0.1307 0.1275
H 0.14087 -0.41820 2.20729 -0.0373 0.1287 -0.0102 0.1197
H 1.70762 -0.46025 -0.26747 0.0074 0.0309 -0.0218 0.1271
H 0.26072 -1.14579 -0.12136 -0.0311 0.0434 -0.0314 0.1056
O -0.52847 1.20224 -2.85434 0.0579 -0.1517 0.0100 0.0850
C -1.59622 1.23350 -2.30868 -0.1855 0.4692 -0.1530 -0.2177
C -1.71972 1.67172 -0.86728 -0.2145 -0.3067 0.1012 -0.1368
N -0.37038 1.90366 -0.32595 0.0599 0.1754 -0.1369 0.0950
H -2.54522 1.02119 -2.82923 0.1050 -0.1480 0.0154 0.1405
H -2.35470 2.55573 -0.79403 0.0644 0.0693 -0.0922 0.1383
H -2.22839 0.88237 -0.30639 0.0854 0.0287 0.0732 0.1358
H -0.38963 2.53391 0.47174 0.0312 -0.0823 0.0321 0.1531
H 0.17251 0.86832 -0.07560 0.0734 0.0048 0.1925 0.0873
H 0.20319 2.32702 -1.06020 -0.0400 0.0199 0.0013 0.1432
```
Forces are in eV/Å.

Summary:
F_max: 0.0103 hartree/bohr
charge: +1
frontier orbital gap: 9.885 eV
total energy: -400.0612 Ha
energy relative to the best compared isomer or geometry (same formula, charge and spin): 1.941 eV

(7)
Molecular formula: C4H14N3O
Method: DFT, the ωB97M-V functional and the def2-TZVPD basis

XYZ file:
```
22
Properties=species:S:1:pos:R:3:forces:R:3:lowdin_charge:R:1
C -1.36021 -0.75477 -1.28445 -2.2604 -1.4434 -1.5516 -0.2010
C -1.56811 -0.09676 0.09312 0.7912 -1.1321 0.1343 -0.1491
C -0.20288 -0.00705 0.66154 -0.2634 2.1039 0.8521 -0.2631
C 0.84554 -0.83239 0.61371 1.5264 5.0017 1.8424 -0.0839
N 2.17035 -0.49832 0.97491 -2.1583 -3.1897 -0.6202 0.1050
N -0.08415 1.42333 1.13215 4.5416 0.8648 1.9197 0.1591
N -2.00442 -2.15420 -1.29816 6.9215 1.5617 -3.2535 0.0527
H -0.27820 -0.85173 -1.56563 -1.2557 0.2485 0.2750 0.1111
H -1.88975 -0.06218 -1.98604 0.6326 -0.6901 -0.0131 0.1125
H -2.17023 -0.61024 0.85621 -0.4106 -0.3217 -0.7742 0.1348
H -1.98464 0.92432 0.03010 -0.0568 -0.6650 -0.3431 0.1122
H 0.69788 -1.80218 0.36062 -0.3493 -2.7891 -0.9594 0.1100
H 2.70812 0.29709 1.12296 0.0261 1.8201 0.1677 0.0664
H 2.68395 -1.33971 1.06348 0.8711 -0.4010 0.1494 0.0852
H -0.63703 2.05834 0.56897 -0.6872 -0.0800 0.4175 0.1327
H 0.92491 1.78844 0.83364 -1.8573 -0.9194 0.6480 0.1352
H -0.13847 1.62498 2.20680 -0.4055 -0.5923 -2.4280 0.2211
H -2.69883 -2.11830 -0.74097 -6.1410 0.1311 5.0071 -0.0445
H -2.33390 -2.54679 -2.14877 0.2178 0.1893 -1.0941 0.0659
H 1.34179 2.77330 -1.12024 0.4293 -0.6477 0.7897 0.1189
H 2.48972 1.87894 -1.09095 4.2115 -1.6032 -2.6930 0.0122
O 1.80327 2.09198 -0.56950 -4.3235 2.5537 1.5275 0.0065
```
Forces are in eV/Å.

Summary:
F_max: 0.1541 hartree/bohr
charge: +1
frontier orbital gap: 8.737 eV
total energy: -399.9789 Ha
energy relative to the best compared isomer or geometry (same formula, charge and spin): 4.180 eV

(8)
Molecular formula: C4H14N3Ru
Method: DFT, the ωB97M-V functional and the def2-TZVPD basis

XYZ file:
```
22
Properties=species:S:1:pos:R:3:forces:R:3:lowdin_charge:R:1
C -2.17282 0.04931 -1.74326 -0.0881 0.5206 -0.9525 -0.1026
Ru 0.23429 -0.24688 0.01497 -1.4645 -1.0651 -2.5050 0.9816
N 1.23601 0.66238 1.63469 1.0114 1.7512 1.5475 -0.1152
H -0.93112 0.14136 0.95534 -1.6416 0.4560 1.1137 -0.0792
H 1.44286 -0.17622 2.18066 0.1113 0.6301 0.2461 0.0474
H -1.52430 0.65644 -1.07313 -0.6155 0.0156 -0.3501 -0.0818
H -3.22804 0.22320 -1.51687 0.2615 0.0045 0.3782 0.0370
H -1.94268 -1.00645 -1.62485 -0.0532 -0.0540 -0.1297 -0.0082
H -2.04059 0.37980 -2.79714 0.2111 -0.3336 0.6948 0.0416
H 2.09400 1.03142 1.20824 -0.1973 -0.0707 0.7401 0.0620
H 0.77249 1.38177 2.21116 0.4220 -0.6059 -0.2830 0.0769
C 5.40333 -1.08091 0.44547 0.6201 0.2763 -0.7658 -0.0153
N 4.18266 -1.49791 1.15586 0.2325 -0.6006 0.2711 -0.1723
C 4.38772 -2.21157 2.43878 -0.0644 -0.5567 0.4734 -0.0119
C 3.02593 -1.46969 0.53967 -2.2543 1.6778 -1.0004 -0.2069
N 1.99199 -1.17734 0.01167 4.8768 -2.3882 1.0659 -0.0511
H 6.28759 -1.50139 0.95741 -0.6299 0.1732 -0.2762 0.0986
H 5.53128 0.01298 0.40080 -0.2650 -0.3706 0.1629 0.1003
H 5.38468 -1.46577 -0.58396 0.0571 0.1171 0.3260 0.1039
H 4.06456 -1.63835 3.32305 0.0107 0.0377 -0.5270 0.0961
H 3.85714 -3.17347 2.43954 0.1548 0.2863 -0.0500 0.1022
H 5.46807 -2.41334 2.55961 -0.6958 0.0988 -0.1801 0.0969
```
Forces are in eV/Å.

Summary:
spin multiplicity: 5
F_max: 0.1076 hartree/bohr
charge: +1
⟨S²⟩: 6.010
frontier orbital gap (spin up / spin down): 7.313 / 7.555 eV
total energy: -419.5271 Ha
energy relative to the best compared isomer or geometry (same formula, charge and spin): 0.272 eV